Entry 1:
{"formula": "C3H10OS", "method": "wB97M-V/def2-TZVPD", "symbols": ["S", "H", "H", "H", "O", "C", "C", "H", "H", "H", "C", "H", "H", "H", "H"], "xyz": [[1.46034, 1.76096, 0.38345], [1.94705, 0.70595, 1.07374], [-0.75453, 0.16251, -0.89086], [-1.40077, -0.13947, 1.62785], [-2.12594, -2.03597, 1.23243], [2.42063, 1.50906, -1.11207], [-1.86271, -0.70806, 0.81054], [3.48743, 1.53096, -0.90488], [-1.20941, -1.53659, -1.04249], [-2.79126, -0.21386, 0.50801], [-0.89157, -0.76123, -0.33833], [2.15315, 2.27645, -1.83357], [0.09997, -1.07640, -0.00534], [2.16273, 0.54079, -1.53821], [-2.69511, -2.01510, 2.02972]], "de_lowest_ev": 0.537, "e_homo_ev": -9.046, "smiles": "CCO.CS"}

Entry 2:
{"formula": "C3H10OS", "method": "wB97M-V/def2-TZVPD", "symbols": ["C", "H", "H", "C", "H", "S", "H", "H", "H", "H", "O", "H", "H", "C", "H"], "xyz": [[1.93810, -1.42213, -1.16992], [0.44656, 0.00489, -0.93155], [-0.90884, -1.33539, 0.80720], [-0.83655, 2.03293, 0.28756], [-2.48295, -0.60576, 1.62965], [-1.67194, 0.57210, -0.39801], [2.85623, -1.07364, -0.67524], [-0.82507, -0.06595, 1.72283], [1.93591, -2.45716, -0.81955], [-0.20820, 2.54974, -0.44355], [0.83243, -0.80721, -0.56623], [2.09762, -1.37571, -2.24552], [-0.11439, 1.69798, 1.03525], [-1.57297, -0.50370, 1.04804], [-1.48594, 2.78901, 0.71904]], "de_lowest_ev": 1.312, "e_homo_ev": -8.670, "smiles": "CSC.CO"}

Entry 3:
{"formula": "C3H10OS2", "method": "wB97M-V/def2-TZVPD", "symbols": ["O", "H", "H", "C", "H", "C", "H", "S", "H", "H", "S", "H", "H", "H", "H", "C"], "xyz": [[0.84404, -1.05951, -0.35299], [2.60657, 1.00211, 1.50608], [2.31461, 1.07154, -0.30947], [1.85068, 0.77214, 0.65843], [-2.03319, 0.21681, -2.51086], [-1.89647, 0.73101, -1.63765], [0.93052, 1.53943, 0.73008], [-2.62775, -1.23830, 0.74019], [0.92418, -0.80040, 1.78285], [-1.74058, 1.92124, -1.75981], [-3.33728, 0.46564, -0.50310], [-1.06968, 0.21538, -1.15325], [0.84137, -2.00235, -0.58767], [2.39753, -1.28334, 0.96108], [-1.50228, -0.87413, 1.58140], [1.49771, -0.67727, 0.85468]], "de_lowest_ev": 2.222, "e_homo_ev": [-0.152, -3.253], "multiplicity": 2, "charge": -1}

Entry 4:
{"formula": "C3H10OS2", "method": "wB97M-V/def2-TZVPD", "symbols": ["H", "H", "C", "C", "H", "C", "H", "S", "H", "H", "H", "O", "H", "S", "H", "H"], "xyz": [[1.38162, -1.63294, -0.80227], [1.45858, 1.19931, -1.77146], [1.03091, -0.55774, -0.47746], [1.74231, 0.77918, -0.83697], [-0.77394, 0.71879, -0.92409], [-0.44987, -0.36912, -0.89357], [1.12815, -0.83176, 0.59852], [-1.67016, -1.22736, 0.32469], [0.22103, -0.18577, 3.35139], [-0.77576, -0.69311, -1.87103], [-0.89816, 0.77494, 3.23530], [-0.27838, 0.28587, 2.72060], [1.53399, 1.45527, -0.09715], [-3.48556, -0.41230, -0.27511], [2.81641, 0.66085, -0.86513], [-2.98117, 0.03590, -1.41626]], "de_lowest_ev": 1.322, "e_homo_ev": -7.706, "smiles": "CCCSS.O"}

Entry 5:
{"formula": "C3H10OS2", "method": "wB97M-V/def2-TZVPD", "symbols": ["H", "H", "H", "O", "C", "C", "H", "H", "C", "H", "H", "H", "H", "S", "H", "S"], "xyz": [[1.05682, -0.21069, -2.69856], [-1.42110, -0.32048, -0.60266], [-1.54111, 3.21533, -0.13074], [-2.37251, 3.44385, 0.28847], [0.88008, -1.18515, -2.23142], [-1.70425, -0.54507, 0.42160], [-0.16535, -1.41565, -2.10383], [-2.73900, 2.68036, 0.75234], [1.73344, -1.23927, -0.98147], [2.77200, -1.01198, -1.27781], [1.86757, -2.15400, -0.38529], [1.05696, -1.99883, -2.96154], [-2.39509, 0.22083, 0.77051], [-0.18694, -0.64054, 1.31257], [-2.26147, -1.48640, 0.42042], [1.28132, 0.17441, 0.11531]], "de_lowest_ev": 0.427, "e_homo_ev": -9.031, "smiles": "CCSSC.O"}

Entry 6:
{"formula": "C3H10OS2", "method": "wB97M-V/def2-TZVPD", "symbols": ["H", "C", "C", "H", "H", "H", "H", "S", "O", "H", "H", "S", "H", "H", "H", "C"], "xyz": [[-1.20732, -1.18682, -2.28137], [2.01536, 1.01019, 0.22201], [-0.84513, -1.59552, -1.34077], [1.31479, 0.18021, 0.12829], [-1.75395, 1.05144, -0.72014], [-2.48361, -0.94440, -0.12287], [-1.14082, -2.64533, -1.29150], [0.48842, 1.09793, 2.81573], [-1.07843, 0.56720, -0.23855], [-0.98684, -1.16763, 0.79012], [1.57699, 1.87181, -0.27671], [2.31898, 1.31060, 1.96367], [-0.05041, 2.09078, 2.07869], [2.98492, 0.74932, -0.19637], [0.24810, -1.55598, -1.36987], [-1.40105, -0.83379, -0.16037]], "de_lowest_ev": 0.632, "e_homo_ev": [-14.088, -14.084], "multiplicity": 2, "charge": 1}

Entry 7:
{"formula": "C3H10S", "method": "wB97M-V/def2-TZVPD", "symbols": ["C", "H", "H", "C", "H", "H", "H", "H", "C", "H", "H", "H", "H", "S"], "xyz": [[-0.71190, -0.20596, -0.24506], [0.03013, -0.45266, 0.51768], [-1.65452, 1.05722, 3.93161], [1.11270, -0.91943, -1.93257], [0.70442, 1.03694, -1.24243], [-1.50714, -0.91926, -0.39572], [-0.48691, 0.45555, -2.31519], [1.87694, -1.13480, -1.18020], [0.12426, 0.13477, -1.48521], [-0.27081, 0.88691, 5.21910], [-1.17601, 0.71453, 0.12546], [0.70108, -1.82497, -2.35471], [1.70715, -0.49008, -2.75691], [-0.44938, 1.66125, 4.11414]], "de_lowest_ev": 1.823, "e_homo_ev": [-13.976, -13.973], "multiplicity": 2, "charge": 1}

Entry 8:
{"formula": "C3H10S2", "method": "wB97M-V/def2-TZVPD", "symbols": ["S", "H", "C", "S", "H", "H", "H", "H", "H", "C", "H", "H", "H", "H", "C"], "xyz": [[-2.63995, -0.01086, -0.85315], [-0.24074, 2.60490, 0.79206], [-1.05528, 1.02779, -0.67605], [2.97545, -0.58956, 0.66514], [2.06894, -2.80502, 0.88880], [-0.84699, 1.31166, -1.80086], [-1.64732, 1.55771, 1.42125], [-3.54829, 0.91986, -1.36241], [-1.89546, 2.76897, 0.12795], [1.64489, -1.84959, 0.40435], [1.66233, -2.19484, -0.65662], [0.62594, -1.73440, 0.83142], [2.37183, -0.18418, 1.72470], [-0.20685, 0.30126, -0.57746], [-1.20819, 1.99857, 0.54161]], "de_lowest_ev": 1.444, "e_homo_ev": -9.074, "smiles": "CCS.CS"}

Entry 9:
{"formula": "C3H10S2", "method": "wB97M-V/def2-TZVPD", "symbols": ["C", "C", "S", "H", "H", "H", "S", "H", "H", "H", "H", "H", "C", "H", "H"], "xyz": [[2.52011, -0.92225, 0.89570], [3.23957, -0.78206, 3.32470], [-2.44437, 1.23878, -0.70584], [4.20797, -0.76430, 3.87035], [2.54108, -1.41756, 3.88977], [2.76589, -1.42020, -0.04066], [-2.28973, 0.33782, -2.48457], [-1.60160, 0.47975, 0.04256], [-2.94465, -0.83060, -2.36237], [1.58117, -1.19119, 1.39064], [3.78278, -2.31249, 2.02404], [2.29334, 0.15333, 0.78442], [3.65298, -1.23368, 1.94765], [2.82962, 0.22501, 3.37340], [4.60077, -0.78706, 1.70917]], "de_lowest_ev": 0.606, "e_homo_ev": -9.302, "smiles": "CCC.SS"}

Entry 10:
{"formula": "C3H11BErNO", "method": "wB97M-V/def2-TZVPD", "symbols": ["H", "H", "H", "N", "O", "H", "H", "C", "H", "H", "H", "H", "H", "H", "C", "B", "Er", "C"], "xyz": [[-2.26141, -2.03393, 0.29683], [-0.94689, -2.36200, 1.50236], [-0.29036, 0.99770, 1.45827], [1.74194, 1.30075, 0.63898], [-0.60505, -0.34768, -1.27688], [0.79662, -1.38724, 0.08681], [-0.33966, -2.35774, -0.94454], [-1.35901, -1.62472, 0.78679], [0.05651, 2.67503, 0.59865], [0.30308, 1.46461, -1.75886], [2.28317, 2.07502, 0.24433], [-1.32340, 1.59067, -1.08608], [2.07788, 0.40155, 0.27412], [-1.64168, -0.68128, 1.28167], [-0.36733, 1.03076, -0.95964], [0.24911, 1.49589, 0.47545], [1.91966, -0.86420, -1.27308], [-0.29319, -1.37320, -0.34517]], "de_lowest_ev": 0.476, "e_homo_ev": [-18.897, -17.766], "multiplicity": 4, "charge": 2}

Entry 11:
{"formula": "C3H11BN2O", "method": "wB97M-V/def2-TZVPD", "symbols": ["H", "H", "H", "N", "H", "B", "H", "H", "H", "H", "C", "N", "C", "H", "O", "C", "H", "H"], "xyz": [[1.42128, -1.66822, -1.85536], [-2.68815, 1.18153, 0.83315], [1.21912, -0.67329, 2.93914], [0.80179, 0.04595, -0.92560], [-3.18339, 0.22358, -0.50829], [-0.05779, 0.16644, 0.09038], [2.00922, -0.74483, 1.42619], [2.59671, -0.57150, -1.89883], [-3.38929, 2.00488, -0.51422], [2.36285, -1.29473, -0.39088], [1.07356, -0.89165, 1.94672], [-1.42282, 1.48236, -0.81152], [-2.73788, 1.24745, -0.26017], [0.86576, -1.90527, 2.00491], [-0.11801, -0.35762, 1.36568], [1.81078, -0.92666, -1.16659], [0.41880, 0.40070, -1.77477], [-0.98255, 2.28087, -0.49993]], "de_lowest_ev": 0.000, "e_homo_ev": [-3.864, -9.456], "multiplicity": 3}

Entry 12:
{"formula": "C3H11BrO2Si2", "method": "wB97M-V/def2-TZVPD", "symbols": ["C", "C", "O", "Si", "H", "H", "H", "H", "H", "H", "H", "H", "H", "Si", "C", "H", "H", "Br", "O"], "xyz": [[0.61240, -1.49014, -2.38913], [-0.47272, 1.85523, -0.14516], [-0.78727, -1.00782, -0.43278], [0.04600, 0.15061, 0.36326], [-1.54898, 1.99757, -0.03500], [-1.40620, -2.13417, -1.98981], [0.55245, -2.03409, -3.33274], [-0.20379, 2.04637, -1.18755], [-0.49211, -0.32710, 4.45444], [1.50629, -0.00411, 0.18581], [0.03909, 2.60336, 0.46635], [-1.26643, -0.41767, -2.34159], [1.19742, -2.08840, -1.69001], [0.11369, 0.48272, 3.39267], [-0.78142, -1.25601, -1.83139], [1.14904, -0.55770, -2.57413], [-0.23979, 1.90966, 3.49995], [2.30990, 0.38127, 3.63950], [-0.32756, -0.10958, 1.94731]], "e_homo_ev": -10.367, "smiles": "CCO[Si@@H](C)O[SiH2]Br"}

Entry 13:
{"formula": "C3H11ClSi2", "method": "wB97M-V/def2-TZVPD", "symbols": ["H", "C", "H", "Cl", "C", "H", "Si", "C", "H", "Si", "H", "H", "H", "H", "H", "H", "H"], "xyz": [[2.87173, 0.82846, 1.33965], [-2.05036, 1.14387, -1.82613], [-1.25898, -0.57601, -1.02553], [3.43013, -0.60795, -1.08409], [2.39100, -2.06362, 1.31272], [-0.81818, 2.66740, 0.97509], [2.14521, -0.26361, 0.52896], [-1.90686, 0.23383, -0.66076], [-1.60736, 0.67821, 2.09782], [-0.95748, 1.12507, 0.71632], [-2.95660, 0.90282, -2.56248], [-1.18939, 1.08751, -2.53783], [3.39531, -2.55289, 1.32009], [1.64181, -2.80260, 0.95600], [2.14011, -1.83743, 2.36360], [-2.91866, -0.12127, -0.37412], [-2.35143, 2.15819, -1.53930]], "de_lowest_ev": 3.221, "e_homo_ev": -8.110}

Entry 14:
{"formula": "C3H11ClSi2", "method": "wB97M-V/def2-TZVPD", "symbols": ["H", "H", "H", "H", "H", "H", "Cl", "Si", "Si", "H", "H", "H", "H", "C", "C", "H", "C"], "xyz": [[0.46566, 0.50191, 1.04478], [-2.54076, 0.00984, -0.49190], [-4.56890, 1.48906, -1.67911], [3.28197, -0.73698, -1.51855], [0.59834, -1.80703, 1.82040], [2.18379, -0.71815, -2.79701], [-5.36361, -0.59507, -0.20418], [1.09134, -0.77830, 0.89957], [-4.46299, 1.23168, -0.26271], [2.16730, 0.64958, -1.54836], [-2.49891, 0.58587, 1.16193], [0.32295, -1.35763, -1.28954], [1.80311, -2.21477, -0.85913], [-2.62656, 0.93097, 0.11346], [1.28231, -1.23667, -0.92290], [-1.88364, 1.70506, -0.14646], [2.28026, -0.42185, -1.73061]], "de_lowest_ev": 3.670, "e_homo_ev": [-8.141, -7.341]}

Entry 15:
{"formula": "C3H11N", "method": "wB97M-V/def2-TZVPD", "symbols": ["H", "H", "C", "C", "H", "C", "H", "N", "H", "H", "H", "H", "H", "H", "H"], "xyz": [[2.97521, -1.72117, -1.15362], [-3.44871, 1.85362, -0.07726], [1.71949, -0.12497, -0.70984], [1.10258, -0.94069, 0.42920], [-4.24949, 1.90430, 1.53655], [-3.51177, 1.41713, 0.91077], [1.98840, 0.78376, -0.17608], [2.89145, -0.73115, -1.35878], [0.36944, -0.36384, 0.98972], [0.98703, -0.09241, -1.51445], [2.80724, -0.70415, -2.36504], [1.94952, -1.25982, 1.05482], [0.62734, -1.91364, 0.27850], [-2.49120, 1.53796, 1.27609], [-3.71653, 0.35506, 0.87941]], "de_lowest_ev": 0.677, "e_homo_ev": -9.266, "smiles": "CCN.C"}